Entry 1:
The following is a DFT calculation (ωB97M-V/def2-TZVPD) of one molecule with the formula C6H13NO at a distorted geometry.

Summary:
* Kohn-Sham gap: 0.3490 Ha
* HOMO level: -0.319 Eh
* SMILES: C=C(CN)C(C)(C)O
* LUMO energy: 0.83 eV
* multiplicity: 1

Cartesian coordinates (Å):
H  -0.7285  -0.5643  1.9428
C  -0.7460  -0.1707  -0.1973
H  1.3497  -0.9732  1.8948
H  -0.1584  1.5983  -2.4692
H  1.3909  2.1768  -1.6450
H  -1.4294  -2.0982  -0.7495
C  -1.3360  -0.0520  1.1966
H  0.0374  -1.6287  -1.5900
H  0.0879  -2.1561  0.1245
H  1.1639  1.3258  1.4184
C  1.5214  0.6457  0.6475
H  2.3579  1.0946  0.1118
H  -2.3088  -0.5409  1.1927
H  -1.4702  0.9904  1.4812
C  0.2402  0.7899  -0.5926
N  1.9951  -0.5587  1.2350
C  -0.4696  -1.5998  -0.6286
C  0.5263  1.5269  -1.6382
H  2.2953  -1.2409  0.5494
O  -1.9805  0.2918  -1.2815
H  -2.3387  1.1432  -1.0028

***

Entry 2:
The following is a DFT calculation (ωB97M-V/def2-TZVPD) of C36H40BrN11O2S2Yb as an isolated structure.

Summary:
* Kohn-Sham gap (alpha / beta): 0.2655 / 0.2655 Ha
* HOMO level (alpha / beta): -0.361 / -0.361 Eh
* LUMO energy (alpha / beta): -2.59 / -2.58 eV
* multiplicity: 2
* net charge: +1

Cartesian coordinates (Å):
H  3.1773  4.7649  -3.0552
O  -0.1278  -2.5018  -0.4136
C  -1.8946  0.6174  2.7827
C  -1.3158  -3.8358  1.1666
C  -1.5461  2.8404  0.2935
H  0.3416  -1.3918  -5.4590
H  -0.0409  -5.0317  -0.0822
C  2.2086  -0.5778  -3.0102
N  0.9516  -0.7245  -2.4197
N  1.8996  1.0664  1.1549
H  -4.0725  5.1632  0.1864
H  -4.1309  2.8447  -1.5706
H  5.4911  0.1279  -2.8985
H  3.3697  -3.0684  -2.6878
H  3.2833  2.5738  1.1755
C  -2.5667  1.7026  4.8572
S  2.7972  -2.7977  -0.3494
C  -0.9189  -6.1403  1.5439
C  -0.6919  -5.0133  0.7816
H  2.2833  0.6242  4.8457
C  -1.7358  -6.0582  2.6635
C  4.5601  -2.5986  -0.0199
C  4.4141  -0.4482  -4.6673
H  -5.0003  1.6891  3.5172
C  -2.7253  3.4877  -0.0874
C  -1.3224  -1.2985  -3.1860
H  0.1690  2.9076  1.6076
H  -3.9294  -1.1257  3.3582
N  -3.2773  2.6774  -1.0672
H  -2.1749  -1.1645  -1.3150
S  1.2346  -1.6135  2.2908
Br  -0.1153  -7.7849  1.0796
H  -0.5466  5.0347  2.6345
C  -2.4453  1.6210  -1.2391
N  2.1437  0.9504  2.4779
C  2.1105  -0.8509  -4.3763
C  2.9702  3.5128  -1.3244
C  -3.0323  0.8270  3.6857
N  -1.0269  0.4735  2.0523
H  -1.8079  1.1896  5.4491
N  -1.4037  1.6637  -0.4535
C  3.2048  -0.8002  -5.2322
C  2.9120  -3.6900  -1.9153
C  3.4331  -0.2103  -2.4560
C  2.2549  2.4564  -0.7607
N  -1.7841  -0.5546  -2.0244
N  1.8072  -0.1469  4.4064
H  -1.4673  -2.3685  -3.0276
H  -2.5706  -2.9175  2.6400
H  -3.7329  0.2731  -2.2680
H  1.2805  3.6440  -4.2425
H  -1.9260  -6.9347  3.2719
H  3.4886  -4.6043  -1.7826
H  3.7699  3.9737  -0.7586
Yb  0.1962  -0.3101  -0.0390
C  -2.6764  0.5613  -2.2693
H  -3.7800  2.5233  2.5362
H  1.8934  -3.9465  -2.2085
N  1.2542  1.8495  -1.4052
H  -2.4651  0.9873  -3.2537
C  1.7407  -0.1661  3.0575
H  -4.4212  0.9497  2.0142
H  0.1075  1.7827  -3.1046
C  -2.3453  5.2128  1.4731
C  0.1399  -1.0469  -3.3881
H  5.0245  -3.5690  0.1490
H  -4.3465  -0.3656  4.9001
C  1.5849  3.3308  -3.2531
C  -0.7391  3.3971  1.2840
H  4.6486  -1.9969  0.8847
C  -1.1015  -2.5826  0.3983
H  -2.6366  6.1374  1.9543
C  -1.1542  4.5816  1.8616
H  3.5233  0.0049  -1.3993
C  2.6361  3.9509  -2.5903
C  -2.1051  -3.8367  2.3083
C  4.5247  -0.1518  -3.2995
H  -1.8745  -1.0316  -4.0911
H  5.0502  -2.0894  -0.8515
H  1.7470  -1.0227  4.8940
C  -4.1266  1.5464  2.8796
H  3.1170  -1.0217  -6.2884
N  0.7707  -1.1447  -4.5845
O  -1.8667  -1.5959  0.5723
H  -2.1516  2.6459  4.4992
H  -2.7470  -1.0932  4.6813
C  -3.1529  4.6777  0.4888
C  2.5517  2.0200  0.5947
H  -3.4221  1.9176  5.4986
H  5.2963  -0.3989  -5.2921
N  -2.3133  -4.9216  3.0456
C  -3.5396  -0.5316  4.1854
C  0.9327  2.2927  -2.6154

***

Entry 3:
The following is a DFT calculation (ωB97M-V/def2-TZVPD) of a 4-piece molecular cluster, C4H16O3 overall at a distorted geometry.

Summary:
* Kohn-Sham gap: 0.4348 Ha
* HOMO level: -0.412 Eh
* SMILES: CC(C)C.O.O.O
* LUMO energy: 0.63 eV
* multiplicity: 1

Cartesian coordinates (Å):
H  3.2786  -2.6626  -1.0082
H  -0.8008  -1.1377  1.8501
H  0.6630  1.5844  1.0966
H  -1.4875  0.2644  -1.6346
H  0.5517  0.3713  -2.8934
H  -1.5025  -1.4195  -1.0082
O  -1.8978  2.1781  3.7633
H  3.0256  -1.4859  -2.0487
H  0.8922  -1.0721  -3.2958
H  -1.0133  2.0485  4.1158
H  0.2259  -1.9881  0.7126
C  0.0455  -1.0114  1.1748
C  -1.4991  -0.3618  -0.7425
H  -0.0478  2.1099  -0.4028
C  -0.2297  -0.0316  0.0463
H  0.6361  -0.0901  -0.6257
H  0.9645  -0.7920  1.7192
O  2.6469  -2.2256  -1.5744
O  0.9573  -0.1724  -3.5672
H  -1.7775  2.7669  3.0179
C  -0.2005  1.4468  0.4446
H  -2.4018  -0.1416  -0.1786
H  -1.0292  1.8221  1.0389

***

Entry 4:
The following is a DFT calculation (ωB97M-V/def2-TZVPD) of an isolated ion of composition C28H49F2N3O5PS and charge +1 at a distorted geometry.

Summary:
* Kohn-Sham gap: 0.3264 Ha
* HOMO level: -0.437 Eh
* SMILES: CCOCC[C@H]1[C@@H](c2cccnc2)[C@H](S(=O)(=O)F)[C@](C[C@@H](C)F)([PH2]=N)[N@@+]1(CCCCCCOC(C)=O)[C@@H](C)CC
* LUMO energy: -3.02 eV
* multiplicity: 1
* net charge: +1

Cartesian coordinates (Å):
C  -2.7558  0.8316  -1.4789
H  -5.5781  4.1669  -6.0912
H  -2.6878  -7.0671  -1.2064
C  5.8152  -3.4344  2.7119
H  -5.8778  6.0443  -5.8163
C  0.2649  4.4962  2.8716
H  1.8816  -2.2817  -0.7959
O  -4.1439  5.7727  -3.7184
H  0.3915  -0.5492  -2.1771
H  6.8725  -3.8912  2.7745
C  -3.3203  2.8909  -4.4607
C  3.2095  -3.8266  2.7557
H  -1.0409  3.1056  1.7451
H  -3.6958  1.4864  -1.3592
C  -5.1248  5.2116  -5.9988
C  1.5869  -0.1891  3.0097
C  -4.0658  5.1121  -4.7745
C  4.6393  -4.4350  2.8545
H  -1.0352  -6.9052  -2.0111
H  3.3375  0.8823  0.9014
N  -1.6657  -0.6802  3.7518
N  0.4130  -0.0578  0.7120
H  -1.9984  3.1391  -2.5956
H  -2.1825  1.8918  0.3699
H  0.5513  1.1622  -3.7750
H  2.5192  0.4777  2.8394
H  -1.8931  -4.6518  -1.5280
H  2.2139  1.6683  -3.1938
H  -1.1159  -0.8489  -0.7230
H  1.2947  1.6998  -0.3525
C  1.3737  0.5434  -0.3190
H  -1.0295  -1.4224  3.4269
H  2.0442  2.3031  1.7923
H  2.1892  -0.3891  -2.2071
O  1.2600  0.9345  5.5978
C  -1.5867  -6.7965  -0.9999
H  0.7725  2.3811  -2.3120
H  3.2150  -0.8285  0.0938
H  0.9900  -2.5096  3.0271
H  4.8654  -5.5381  3.0033
F  0.4806  3.9028  0.5111
C  1.6079  -1.7071  2.4678
C  3.0848  -2.2697  2.5147
O  -0.1318  -4.7970  -0.3716
H  -1.1099  -7.4441  -0.1862
C  4.4233  -1.5061  2.4208
H  -1.1427  2.5519  -4.1920
C  0.7643  -1.5040  1.1029
H  -4.2447  2.8999  -3.7916
H  -0.5699  4.3226  3.6561
C  0.0748  3.2937  1.7809
C  -1.5202  -5.2454  -0.6109
C  -2.2828  0.9541  -3.0033
C  -1.6067  1.2698  -0.3906
O  -2.9667  4.2194  -4.9846
H  -0.2641  -1.9175  1.4492
C  0.4699  0.5945  2.1028
H  -0.9035  1.9584  -0.9565
H  1.2981  4.4779  3.3574
C  1.2219  0.1381  -1.8440
C  1.1359  1.4391  -2.8377
H  -1.1606  -2.9609  -0.2226
O  0.7392  -1.4984  5.3725
H  1.1778  2.2633  3.3971
H  -2.1327  -4.9528  0.3075
H  0.0262  5.4974  2.3671
H  4.3653  -0.3621  2.2884
H  -2.1104  1.3021  2.4047
C  -0.9913  -0.1032  0.1525
C  1.0136  2.1050  2.2606
C  1.1268  -2.5992  -0.0002
H  1.6549  -3.4713  0.5549
H  -3.1534  0.5322  -3.6433
S  1.5304  -0.3232  4.8336
P  -1.0639  0.6919  3.2108
H  -3.1155  -0.2531  -1.2907
C  -2.0619  2.4680  -3.5172
H  -3.4301  2.1848  -5.3599
H  -1.7805  -0.5253  0.8892
F  3.1320  -0.7316  5.2629
H  -0.7809  1.6805  4.2255
C  2.9370  0.2737  0.0305
H  -1.4001  0.2535  -3.1923
C  -0.1635  -3.3772  -0.6339
H  2.2761  -4.4706  2.8574
H  3.5069  0.6746  -0.8962
H  -0.1320  -3.1998  -1.7670
N  5.7492  -2.0277  2.5046
H  -4.4803  5.3984  -6.9353

***

Values for electronic energy, a.u., ordered as above
-366.319903 -6677.805702 -387.702948 -2575.332194
Values for energy relative to the best compared isomer or geometry (same formula, charge and spin), kJ/mol, ordered as above
299.3 0.0 52.1 1018.9